{
  "formula": "C5H16N",
  "method": "wB97M-V/def2-TZVPD",
  "e_lumo_ha": -0.1430,
  "total_charge": 1,
  "molar_mass_g_mol": 90.19,
  "homo_lumo_gap_ev": 10.183,
  "elements": ["C", "C", "N", "H", "H", "H", "H", "H", "H", "H", "H", "C", "C", "C", "H", "H", "H", "H", "H", "H", "H", "H"],
  "positions_angstrom": [[0.083354, 1.479661, -1.375828], [-1.289338, 0.714045, -1.426672], [-0.121696, 2.774278, -0.648802], [0.994682, 0.844623, -1.160206], [0.410329, 1.754428, -2.404871], [-1.145350, -0.281465, -1.857342], [-2.112955, 1.082250, -2.002147], [0.742122, 3.079113, -0.202756], [-0.523430, 3.510891, -1.251102], [-0.779609, 2.572504, 0.097659], [-1.638120, 0.678533, -0.397687], [0.701662, -1.396435, 0.662959], [1.541520, -1.569638, 1.957381], [-0.707181, -2.007032, 0.744351], [0.574660, -0.315533, 0.455884], [1.046541, -1.829994, -0.296177], [1.815492, -0.554330, 2.258367], [-1.338864, -1.636584, -0.039196], [-0.721211, -3.085822, 0.701692], [-1.148882, -1.767425, 1.714855], [1.077504, -2.118846, 2.770798], [2.538769, -1.927223, 1.698838]],
  "forces_ev_per_a": [[-0.2, -1.0, -3.5], [1.6, -0.2, 0.6], [0.4, -0.5, 0.4], [-1.3, 1.0, 1.2], [-0.6, 0.2, 0.4], [0.2, 0.0, 0.6], [-0.1, 1.2, -0.6], [0.1, 0.4, -0.1], [0.3, -0.4, 0.3], [-0.3, 0.3, 0.3], [-0.1, -0.6, 0.2], [-1.2, -0.3, -0.5], [0.9, 1.1, -1.5], [0.2, 0.3, 1.2], [0.1, -0.5, 0.3], [0.9, 0.2, 0.7], [-0.4, -0.1, 0.6], [-0.4, 0.1, -0.4], [0.3, -0.4, -0.2], [-0.2, 0.2, -0.1], [0.0, -0.1, -0.2], [-0.2, -0.7, 0.2]]
}

{
  "formula": "C5H8O5",
  "method": "wB97M-V/def2-TZVPD",
  "e_lumo_ha": -0.0421,
  "molar_mass_g_mol": 148.11,
  "homo_lumo_gap_ev": 8.091,
  "elements": ["O", "C", "C", "C", "O", "O", "C", "C", "O", "H", "H", "H", "H", "H", "H", "O", "H", "H"],
  "positions_angstrom": [[2.206873, -1.684422, -0.801925], [2.170234, -2.272059, 0.334056], [3.016970, -3.461694, 0.529635], [4.350524, -2.993017, 1.209214], [5.257977, -3.812617, 1.303496], [4.266620, -1.854888, 1.760141], [1.683132, -1.521631, 1.524861], [1.168246, -0.132392, 1.270593], [0.801501, 0.218238, 0.164191], [1.885918, -0.726087, -0.708535], [0.757820, -2.275428, 1.440722], [2.529367, -4.169280, 1.213080], [3.252534, -3.937110, -0.428834], [1.978367, -1.761019, 2.549231], [1.177240, 0.569803, 2.121684], [3.744767, 0.739915, 0.992217], [4.177914, -0.090821, 1.262455], [4.103330, 0.950018, 0.125692]],
  "forces_ev_per_a": [[-0.4, 0.0, 0.1], [3.5, 1.6, 1.0], [-1.4, -0.8, -1.0], [1.4, 0.7, 2.3], [-1.0, 0.1, -0.9], [0.2, -0.2, -0.8], [-3.2, -2.3, -0.8], [0.4, 0.3, -0.2], [0.1, 0.0, 0.4], [-0.4, -0.8, -0.1], [0.2, 1.5, 0.5], [0.3, 0.1, -0.1], [-0.2, 0.0, 0.3], [0.8, 0.0, -0.7], [-0.2, -0.2, -0.1], [-0.3, 0.0, -0.1], [0.1, -0.3, 0.1], [0.1, 0.1, 0.0]]
}

{
  "formula": "C58H48BrF5N2O4P2SY",
  "method": "wB97M-V/def2-TZVPD",
  "e_lumo_ha": -0.0004,
  "total_charge": -1,
  "molar_mass_g_mol": 1194.85,
  "homo_lumo_gap_ev": 2.300,
  "elements": ["Y", "O", "S", "C", "C", "C", "C", "C", "C", "C", "C", "C", "C", "P", "C", "C", "C", "C", "C", "C", "C", "C", "C", "C", "C", "C", "C", "C", "C", "C", "C", "C", "C", "C", "C", "C", "C", "C", "P", "C", "C", "C", "C", "C", "C", "C", "C", "C", "C", "C", "C", "C", "C", "H", "H", "H", "H", "H", "H", "H", "H", "H", "H", "H", "H", "H", "H", "H", "H", "H", "H", "H", "H", "H", "H", "H", "H", "H", "H", "H", "H", "H", "H", "H", "H", "H", "H", "H", "H", "C", "C", "O", "N", "C", "C", "C", "C", "C", "C", "N", "H", "H", "H", "H", "H", "H", "H", "H", "H", "H", "O", "H", "H", "O", "Br", "F", "C", "F", "C", "F", "F", "F"],
  "positions_angstrom": [[3.936427, 12.469654, 16.258267], [5.844905, 8.954024, 19.517888], [4.705138, 8.565570, 18.593174], [5.803461, 8.146269, 17.001273], [7.168081, 8.200050, 17.369943], [8.227210, 7.766673, 16.595670], [8.005969, 7.243874, 15.334110], [8.915517, 6.742789, 14.286746], [7.959357, 6.244128, 13.176462], [6.552204, 6.566403, 13.627907], [5.275722, 6.278588, 13.182311], [4.222315, 6.929238, 13.850566], [4.400503, 7.976480, 14.813384], [3.410360, 9.462793, 14.448817], [3.619416, 9.485231, 12.478349], [2.695453, 9.120653, 11.503152], [2.595252, 9.851554, 10.350817], [3.674964, 10.699532, 9.939724], [4.809984, 10.824053, 10.671462], [4.623208, 10.367882, 12.023188], [1.781805, 8.710709, 14.841054], [0.787262, 8.781029, 13.834447], [-0.306908, 7.901531, 13.857055], [-0.395515, 6.968483, 14.888071], [0.528936, 6.974595, 15.948008], [1.556221, 7.940243, 15.988391], [5.585202, 7.912851, 15.606606], [6.667267, 7.253471, 14.860888], [3.831519, 7.163377, 19.853122], [4.403922, 6.009577, 19.343443], [4.703399, 4.853231, 20.070880], [4.375143, 4.728363, 21.391236], [4.729103, 3.731838, 22.458263], [3.955259, 4.132557, 23.726091], [3.259587, 5.387126, 23.237001], [2.453239, 6.300595, 23.846560], [2.214397, 7.560181, 23.232918], [2.600581, 7.977115, 21.922420], [1.971187, 9.633898, 21.258166], [2.121655, 10.888823, 22.674604], [3.397982, 11.540204, 22.793015], [3.707080, 12.588967, 23.719749], [2.668584, 13.152235, 24.378217], [1.397632, 12.532801, 24.266689], [1.089719, 11.508293, 23.394595], [0.189656, 9.007578, 21.342403], [-0.513009, 7.838531, 20.909539], [-1.702255, 8.043615, 20.153813], [-2.496419, 9.213190, 20.307222], [-1.888175, 10.274877, 21.009343], [-0.514466, 10.181411, 21.201566], [3.339688, 6.998690, 21.183588], [3.619917, 5.762355, 21.900604], [7.364082, 8.618675, 18.353808], [9.233965, 7.893332, 16.959891], [9.520428, 7.581717, 13.933435], [9.654820, 6.027835, 14.678471], [8.149320, 6.733117, 12.205626], [8.080609, 5.175605, 12.985127], [5.038138, 5.608304, 12.369985], [3.196871, 6.829902, 13.486119], [1.938043, 8.312940, 11.627453], [1.708462, 9.770001, 9.763525], [3.462692, 11.301288, 9.059978], [5.722051, 11.284633, 10.313639], [5.503531, 10.506959, 12.631070], [0.907262, 9.544517, 13.067518], [-1.170149, 8.068166, 13.193682], [-1.247743, 6.284952, 14.950522], [0.426527, 6.220305, 16.741344], [2.164317, 8.037458, 16.884261], [4.714380, 5.997600, 18.309872], [5.217656, 4.100704, 19.527472], [4.523999, 2.716382, 22.116765], [5.822030, 3.784958, 22.654752], [3.299115, 3.310529, 24.055343], [4.671406, 4.332684, 24.539026], [1.891227, 6.098920, 24.782413], [1.731942, 8.298456, 23.910944], [4.048141, 11.403445, 21.912124], [4.698014, 12.988398, 23.874567], [2.773639, 14.081182, 24.896988], [0.588389, 12.992995, 24.834022], [0.083946, 11.606049, 22.960377], [-0.271621, 6.789843, 21.064193], [-2.123786, 7.314085, 19.470635], [-3.459554, 9.360635, 19.767664], [-2.435425, 11.219007, 21.189143], [0.091608, 11.023111, 21.002107], [7.687597, 12.191131, 15.947057], [7.164550, 13.562640, 16.188916], [5.954214, 13.927710, 16.489583], [8.154736, 14.501276, 16.157866], [8.421942, 15.380877, 17.188525], [7.866199, 16.784728, 17.493305], [6.598683, 16.870359, 17.766343], [6.254551, 18.273988, 17.582967], [7.137929, 19.264738, 17.132021], [8.497430, 18.798833, 16.857358], [8.856806, 17.627743, 17.237115], [6.938338, 11.477775, 15.519387], [8.095395, 11.701473, 16.878080], [8.554859, 12.223040, 15.236549], [8.851731, 14.051987, 15.495376], [9.267085, 15.100884, 17.824440], [4.004839, 12.522262, 19.072289], [5.822882, 16.113783, 17.794846], [5.226341, 18.545742, 17.835325], [6.877839, 20.266081, 17.285562], [9.249319, 19.479599, 16.450831], [1.106300, 11.949761, 17.880379], [0.796807, 12.731709, 18.382512], [1.599899, 11.480338, 18.584823], [3.784677, 12.657199, 18.116912], [2.115738, 13.270714, 14.791082], [-1.923047, 15.119118, 18.782445], [-1.109889, 16.409687, 17.986582], [-0.287598, 15.710103, 17.212508], [-0.900712, 17.493148, 19.475888], [-1.225686, 17.020040, 20.688680], [-1.465466, 18.476427, 18.977810], [0.643168, 17.555753, 19.765793]],
  "forces_ev_per_a": [[2.5, 0.0, -1.2], [-1.7, -0.3, -0.8], [0.3, 2.3, 1.6], [1.9, 0.0, 0.3], [-1.6, 0.0, 0.8], [0.7, 0.0, -1.2], [-1.5, 0.8, 1.0], [0.6, -0.1, -0.2], [0.0, -0.5, -1.0], [-0.2, 0.3, 0.7], [0.3, -0.2, 0.7], [0.1, 1.9, 0.3], [-0.2, -1.8, -0.7], [0.3, -0.3, -0.2], [0.3, 1.9, 0.9], [-1.6, -1.1, 0.5], [2.0, 0.8, -0.4], [-2.5, -0.1, -1.1], [-0.9, -0.9, 2.3], [1.6, -1.0, -0.7], [-1.0, 0.4, -1.1], [0.1, -0.5, 0.7], [-0.3, 0.9, 0.5], [0.1, -0.1, 0.4], [0.0, 0.5, -0.1], [-0.4, -0.9, -0.5], [0.1, -1.8, -0.8], [-0.1, 0.9, 1.3], [1.9, -2.4, -1.8], [-0.1, 0.1, -0.2], [-0.1, -0.6, 0.0], [0.7, 0.2, -1.1], [1.1, -0.6, -0.5], [-0.2, -0.1, -0.6], [-0.6, 1.7, -0.2], [-0.9, 0.3, 0.7], [-0.1, 1.2, -0.6], [0.2, -0.7, 2.5], [-0.2, -2.0, 1.0], [1.4, 1.1, -0.3], [-0.3, -0.4, -0.6], [-0.1, -1.3, -1.6], [-1.8, -1.3, 0.6], [0.2, 1.5, 0.6], [-0.1, 0.7, -0.7], [-0.2, 0.6, -1.5], [-0.7, 0.4, -0.9], [-0.7, 0.6, 1.1], [1.3, 0.4, 0.2], [-1.2, 0.1, -1.2], [-1.0, -0.3, 0.0], [-0.6, 1.3, 1.1], [0.0, 0.5, 0.5], [0.1, -0.4, 0.0], [0.2, -0.1, 0.2], [0.0, 0.0, -0.1], [-0.4, -0.1, -0.3], [0.1, -0.1, 0.4], [0.0, 0.0, 0.1], [0.2, 0.0, -0.1], [0.3, 0.0, -0.3], [0.6, 0.8, 0.3], [-0.3, -0.2, -0.6], [0.5, -0.3, -0.2], [-0.2, 0.2, 0.3], [-0.1, 0.4, 0.7], [-0.3, -0.4, 0.2], [0.7, -0.3, 0.1], [0.4, 0.2, -0.2], [0.0, 0.6, -0.2], [0.2, -0.2, -0.3], [0.2, 0.0, -0.2], [0.5, -0.8, -0.3], [0.0, -0.1, 0.1], [-0.6, -0.1, -0.2], [0.0, 0.5, -0.1], [-0.5, 0.2, -0.2], [0.9, 0.2, -0.4], [0.0, -0.5, -0.8], [0.4, -0.5, 1.0], [0.2, 0.0, -0.7], [0.1, 0.2, 0.6], [0.0, 0.0, -0.4], [0.1, -1.3, 1.0], [0.9, 0.3, -0.2], [0.2, -0.6, 0.5], [0.8, -0.3, 0.7], [0.5, -0.5, -0.4], [0.1, 1.5, 0.6], [-0.1, -1.7, -0.8], [-1.1, 2.7, 0.0], [1.3, -2.6, -0.6], [-1.3, -2.7, -0.5], [0.3, 1.2, 2.3], [4.3, -7.9, -1.9], [-3.5, 5.0, -0.9], [-0.9, 0.3, 0.5], [0.6, -3.4, 0.5], [-1.6, 2.5, 1.3], [1.1, 1.6, -0.9], [0.5, 0.3, 0.2], [-0.6, 0.8, -0.5], [-0.8, 0.0, 0.5], [0.3, 1.3, 1.0], [0.2, 0.1, -0.6], [-0.4, 0.5, -1.5], [0.6, -0.1, 0.4], [0.2, 0.3, -0.1], [-0.3, 1.4, -0.6], [-0.1, -0.1, 0.2], [0.1, -0.2, 1.2], [0.0, -0.2, -0.8], [-0.3, 0.2, -0.6], [0.4, -0.6, 4.5], [-1.4, 0.7, -1.4], [1.4, 1.5, -0.7], [-4.8, 0.4, 0.8], [2.0, -0.4, 1.5], [6.2, -8.4, -1.4], [-1.5, 1.5, -0.4], [-1.0, 3.7, 1.1], [-2.2, 1.6, -0.8]]
}

{
  "formula": "C3H5Br2N3",
  "method": "wB97M-V/def2-TZVPD",
  "e_lumo_ha": -0.4230,
  "total_charge": 2,
  "molar_mass_g_mol": 242.90,
  "homo_lumo_gap_ev": 7.182,
  "elements": ["C", "C", "C", "N", "N", "N", "Br", "Br", "H", "H", "H", "H", "H"],
  "positions_angstrom": [[0.719824, -0.811776, 0.501624], [-1.934324, -1.027153, -0.284189], [-0.567009, 0.807138, -0.913389], [0.493297, 0.428326, 0.005954], [0.061650, -1.843968, 0.217324], [-1.766619, 0.141476, -0.743208], [-3.239163, -2.130010, 0.163566], [-0.081862, 0.548444, -2.907127], [1.697929, -0.787631, 1.190072], [-0.666640, 1.905349, -0.822654], [0.741930, 1.223507, 0.505363], [-0.064784, -2.862875, 0.318115], [-2.459290, 0.630084, -1.346391]],
  "forces_ev_per_a": [[3.9, 1.6, 1.9], [2.3, -1.4, 0.8], [4.3, 1.1, -1.3], [-2.4, -1.7, -1.6], [-4.9, 0.9, -1.8], [-2.3, -1.0, -0.5], [0.2, 0.3, -0.3], [-0.3, 0.1, 1.6], [-2.1, -0.6, -1.3], [-0.4, -0.7, -0.1], [1.5, 1.3, 1.4], [0.8, 0.8, 0.5], [-0.6, -0.6, 0.7]]
}

{
  "formula": "HNO3",
  "method": "wB97M-V/def2-TZVPD",
  "e_lumo_ha": -0.0232,
  "molar_mass_g_mol": 63.01,
  "homo_lumo_gap_ev": 10.014,
  "elements": ["N", "O", "O", "O", "H"],
  "positions_angstrom": [[-0.022681, 0.669227, -0.642773], [-0.432391, 0.795018, -1.716086], [0.102415, -0.721625, 1.251256], [-0.345778, -0.695694, -0.060207], [0.698436, -0.046925, 1.167809]],
  "forces_ev_per_a": [[-0.4, -0.6, 0.0], [0.3, -0.6, 1.1], [-2.1, -2.3, 0.6], [-0.9, 0.5, -2.3], [3.1, 3.0, 0.7]]
}

{
  "formula": "CH2O2S2",
  "method": "wB97M-V/def2-TZVPD",
  "e_lumo_ha": -0.0210,
  "molar_mass_g_mol": 110.16,
  "homo_lumo_gap_ev": 8.735,
  "elements": ["C", "O", "O", "S", "S", "H", "H"],
  "positions_angstrom": [[0.143953, -0.082926, 0.305122], [-1.143567, -0.336526, -1.868044], [-0.771440, -0.693123, -0.426433], [0.332987, -0.762669, 1.913402], [1.087846, 1.168649, -0.215020], [1.033045, 0.271870, 2.450842], [-0.682824, 0.434725, -2.159868]],
  "forces_ev_per_a": [[1.3, 2.0, -1.4], [-0.3, -1.9, 2.4], [-1.2, -0.6, -0.9], [-0.5, -0.4, 0.2], [-0.6, -0.3, -0.1], [-0.2, -0.3, -0.6], [1.4, 1.5, 0.4]]
}

{
  "formula": "C2H2N2O",
  "method": "wB97M-V/def2-TZVPD",
  "e_lumo_ha": [-0.0223, -0.0222],
  "molar_mass_g_mol": 70.05,
  "homo_lumo_gap_ev": [8.621, 8.623],
  "elements": ["C", "C", "N", "N", "O", "H", "H"],
  "positions_angstrom": [[-0.670746, 0.855189, 0.070570], [-0.325974, -0.568032, 0.148063], [0.531268, 1.278580, 0.004808], [0.929739, -0.290913, 0.011628], [2.008104, -0.789229, -0.097982], [-1.579765, 1.424124, 0.078983], [-0.892625, -1.909717, -0.216069]],
  "forces_ev_per_a": [[0.5, 0.0, -0.1], [-2.7, -6.0, -1.6], [0.2, 1.0, 0.0], [0.3, 0.3, 0.3], [-0.1, 0.0, -0.1], [-0.2, 0.2, 0.0], [1.8, 4.5, 1.4]]
}

Respective total energy values: -6926.9821; -15549.8999; -186165.4772; -147724.3451; -7642.9520; -26831.0927; -7127.0836 eV.
Respective energy above the lowest of the compared OMol25 structures with the same formula, charge and spin values: 25.3; 66.2; 54.2; 74.3; 1.5; 68.3; 155.9 kcal per mole.